Formula: C5H14N2
Source: the Open Molecules 2025 dataset
Level of theory: ωB97M-V with the def2-TZVPD basis set

LUMO (eV): 0.802
Molecular weight (g mol⁻¹): 102.2
Total charge: 0
Kohn-Sham gap (Ha): 0.308
2S+1: 1

Each line ends with the Mulliken charge.
CARTESIAN COORDINATES (ANGSTROEM)
N -2.278 -2.012 0.046  -0.6876
C -0.959 -1.468 -0.036  0.3865
C -0.025 -2.501 0.616  -1.3162
C -0.827 -0.088 0.760  -0.5574
N 0.517 0.531 0.599  -0.5354
C 0.948 1.869 -0.651  -0.4274
C 2.220 2.720 -0.925  -0.9346
H -2.977 -1.424 -0.559  0.2628
H -2.659 -2.068 0.989  0.2541
H -0.668 -1.277 -1.104  0.2614
H 0.982 -2.085 0.762  0.3622
H -0.533 -2.763 1.535  0.3425
H 0.018 -3.396 -0.024  0.2994
H -0.925 -0.254 1.903  0.2196
H -1.761 0.470 0.431  0.2844
H 0.447 1.800 0.478  0.2803
H 0.902 0.875 -0.938  0.2671
H -0.024 2.355 -0.955  0.3530
H 3.052 2.260 -0.364  0.3038
H 2.151 3.728 -0.544  0.3012
H 2.400 2.727 -2.020  0.2805


Formula: H4O2
Source: the Open Molecules 2025 dataset
Level of theory: ωB97M-V with the def2-TZVPD basis set

LUMO (eV): 0.509
SMILES: O.O
Molecular weight (g mol⁻¹): 36.0
Total charge: 0
Kohn-Sham gap (Ha): 0.412
2S+1: 1

Each line ends with the Mulliken charge.
CARTESIAN COORDINATES (ANGSTROEM)
H 0.887 -0.512 -0.389  0.3690
H 1.394 0.704 0.435  0.3035
H -1.557 0.618 -0.376  0.3093
H -1.483 -0.666 0.451  0.3130
O 1.672 -0.091 -0.062  -0.6497
O -0.913 -0.054 -0.059  -0.6451


What energy above the lowest of the compared OMol25 structures with the same formula, charge and spin values result from the calculations? In sequence: 633.2; 21.6 kJ/mol.